Record 1
Below is C40H31N4O5PS2Ta as an isolated structure at a distorted geometry, with properties calculated with ωB97M-V with the def2-TZVPD basis set.

```
! RIJCOSX wB97M-V def2-TZVPD def2/J DEFGRID3
* xyz 3 1
Ta 0.37525 -0.21751 -0.48963
S -2.27781 -0.96911 -0.23806
S 1.31140 -3.08792 -2.28092
P 0.63863 -0.19689 2.10418
O -0.90982 -1.72033 -0.27125
O -2.99987 -1.09132 0.96963
O 2.01259 -3.92880 -1.37904
O 1.15703 0.56336 -2.55733
O -0.07280 -3.30988 -2.55425
N -1.49275 0.45024 -0.41163
N 0.38868 2.06332 -0.37912
N 1.47341 -1.45138 -1.73381
N 2.68306 0.11300 -0.02939
C -4.85911 -1.83337 -3.72490
C 1.31284 4.27986 -0.47765
C 2.06993 -2.66845 -3.81862
C 4.60199 0.26492 1.52760
C -1.95524 1.78580 -0.44245
C 0.00598 -1.62632 2.95373
C -4.57314 -1.61528 -1.35056
C -3.23964 2.23239 -0.46025
C 2.81369 -1.58110 -6.23024
C 2.89777 -0.14708 3.69879
C 2.38502 -0.06789 2.40213
C -2.41139 4.50634 -0.51502
C 1.42976 2.89029 -0.41571
C 3.23744 0.12301 1.33444
C 2.51611 -3.52721 -4.79046
C 0.64051 2.42575 3.00833
C 0.06862 4.85322 -0.50623
C 0.22939 -2.89151 2.40419
C 4.25891 -0.01158 3.90236
C -1.52948 1.36897 2.81334
C -3.22463 -1.33408 -1.60042
C 2.35408 -0.72298 -5.23599
C -0.97152 -2.63127 4.90302
C -0.14801 -4.02010 3.10773
C -0.59511 -1.49195 4.20619
C -0.74823 -3.88721 4.35562
C 1.98559 -1.28179 -4.02412
C -5.38832 -1.86361 -2.44159
C 2.89825 -2.95091 -6.00755
C -1.07224 4.02862 -0.48107
C -2.67376 -1.29883 -2.88726
C -3.46107 3.63122 -0.49828
C -3.50973 -1.55515 -3.95080
C -2.13295 2.53683 3.25071
C 1.53658 -0.61292 -2.81560
C -1.35671 3.64686 3.56432
C -0.86040 2.64900 -0.43321
C 0.02614 3.59188 3.44367
C 5.10783 0.20122 2.81737
C -0.13826 1.31073 2.69517
H 5.26907 0.40933 0.68511
H -1.43872 -2.53689 5.87406
H 0.02614 -5.00157 2.68801
H 0.62894 4.45053 3.70924
H 3.05150 -0.71561 -0.49118
H 2.23441 -0.31339 4.53928
H -0.04363 5.92997 -0.55453
H 2.21133 4.87996 -0.50096
H -2.13815 0.49952 2.59597
H -2.58754 5.57354 -0.56112
H 4.66325 -0.07572 4.90338
H 3.11794 -1.17828 -7.18657
H -5.50586 -2.03531 -4.56909
H 2.41523 2.46288 -0.37198
H -3.20839 2.57605 3.36546
H 3.07853 0.89382 -0.54390
H 2.30329 0.34605 -5.39582
H 0.70882 -3.01317 1.43783
H 3.26264 -3.59487 -6.79754
H -0.77205 -0.51490 4.63781
H 1.72045 2.38744 2.93268
H -1.62240 -1.10015 -3.05411
H -4.47693 4.00039 -0.52293
H 2.57435 -4.59621 -4.63314
H 6.17312 0.30359 2.97611
H -4.07779 1.54657 -0.43609
H -6.43472 -2.08873 -2.28758
H -3.11886 -1.54964 -4.95886
H -4.95840 -1.64679 -0.34132
H -1.83066 4.55054 3.92543
H -1.03937 -4.77204 4.90624
*
```

Computed properties:
E_HOMO, Ha: -0.60891
LUMO, eV: -9.938


Record 2
Below is a 2-piece molecular cluster, C6H3F8N overall at a distorted geometry, with properties calculated with ωB97M-V with the def2-TZVPD basis set.

```
! RIJCOSX wB97M-V def2-TZVPD def2/J DEFGRID3
* xyz 0 1
F -0.61591 -1.66825 2.45471
F -0.36692 1.95302 0.62506
F -0.33062 -1.46752 -1.13910
F -2.42889 -1.10177 -1.21752
F -0.00806 0.39315 2.50812
F -2.38360 1.55455 0.09774
F -1.61665 -2.64867 0.09274
F -0.90641 1.12190 -1.29103
N 1.73440 0.62151 -2.16043
C 2.59110 0.51513 0.21568
C -1.10742 1.04327 0.01766
C -1.43046 -1.42667 -0.38504
C -0.61345 -0.56145 1.80947
C 2.13391 0.48242 -1.03888
C -1.09384 -0.29937 0.60641
H 3.45566 -0.02943 0.45425
H 0.86450 0.38052 -2.54157
H 2.12266 1.13766 0.89174
*
```

Computed properties:
SMILES: FC(F)=C(C(F)(F)F)C(F)(F)F.C=C=N
E_HOMO, Ha: -0.32148
ΔE to the lowest compared entry with this formula, charge and spin, kJ/mol: 177.33
LUMO, eV: 0.654


Record 3
Below is an isolated ion of composition C3H5O3S and charge -1 at a distorted geometry, with properties calculated with ωB97M-V with the def2-TZVPD basis set.

```
! RIJCOSX wB97M-V def2-TZVPD def2/J DEFGRID3
* xyz -1 1
S 2.12459 -0.46928 0.43624
O 2.01090 0.40788 -1.00057
O 0.57811 1.95315 0.37841
O 1.96981 -1.92508 0.19906
C 0.85434 0.57470 -0.28642
C -0.50361 0.07190 -0.76965
C -1.19277 -0.05005 0.68832
H -1.16810 0.83829 -1.27606
H -0.44401 -0.87237 -1.39484
H -2.19876 -0.68705 0.56927
H -1.41598 0.85876 1.16783
H -0.61451 -0.70087 1.28841
*
```

Computed properties:
E_HOMO, Ha: -0.12118
ΔE to the lowest compared entry with this formula, charge and spin, kJ/mol: 329.63
LUMO, eV: 3.689


Record 4
Below is C57H47AsBr2GeIrN2O3Te as an isolated structure, with properties calculated with ωB97M-V with the def2-TZVPD basis set.

```
! RIJCOSX wB97M-V def2-TZVPD def2/J DEFGRID3
* xyz -2 2
Ir -0.08895 -0.95914 0.47668
Te -0.69964 2.56750 -2.34861
Br 4.17867 0.16077 3.11410
Br 1.23192 4.45353 5.26201
As 2.29107 -0.07178 -1.83043
Ge -1.35726 -3.12673 3.06337
O 1.66547 -0.14646 1.36123
O -1.81580 -2.34175 -3.06289
O 0.71798 -0.03379 -1.33356
N -1.43478 -1.91147 -0.74830
N -0.65720 1.24380 1.47425
C 2.59256 1.20559 3.06049
C 2.94364 -4.13955 -1.22523
C -2.03707 2.91828 2.41842
C -1.19889 2.74253 -5.62617
C -2.91062 1.35874 0.61676
C -1.75370 3.94940 -4.91935
C 2.39001 -2.86452 -1.18600
C -1.50986 -2.51364 7.30875
C -2.10235 5.49211 -1.45859
C 1.26775 -0.65093 -5.79268
C -5.92287 -4.04375 2.07119
C 1.57317 0.83062 2.18766
C -4.07351 -4.23313 3.59515
C 4.55154 1.03342 -0.39844
C 4.98858 -3.24261 -2.12552
C 2.22037 0.13988 -3.73844
C 3.42664 1.31565 -1.16009
C 0.20477 -7.03044 3.71296
C 2.15581 0.14686 -6.50463
C 0.82236 -4.81995 2.15404
C -5.40581 -4.47450 3.28579
C 2.48762 2.28829 3.94591
C -1.03376 3.34397 3.22951
C -2.93136 6.07170 -5.10764
C 0.22511 2.69405 3.19402
C -1.60284 -3.10098 6.05326
C -3.76964 -3.13855 1.48344
C -0.28712 -4.76670 2.99964
C -1.25608 -2.39980 4.89795
C 5.00980 3.38685 -0.24638
C -0.58177 -5.88730 3.77415
C 3.14836 -1.78360 -1.61410
C -5.10345 -3.37591 1.17216
C -1.82322 1.83269 1.52474
C 5.34634 2.07626 0.05819
C 3.10787 0.93754 -4.44408
C 1.29792 -0.66054 -4.40752
C 0.35613 1.63226 2.28340
C -2.81206 6.21393 -3.73387
C -0.70955 -0.49071 6.29534
C -2.17854 5.25568 -2.94271
C 4.43865 -1.97029 -2.10197
C -1.63512 4.09417 -3.51957
C 3.06986 2.63057 -1.45250
C 4.23674 -4.32735 -1.68809
C 1.30740 -7.06710 2.87028
C -3.59852 7.12450 -5.95513
C 1.61444 -5.95917 2.09216
C 1.33732 3.01450 4.01324
C -0.61200 -1.84711 1.90673
C -1.59811 -2.10031 -1.90752
C 3.87241 3.66434 -0.99365
C 3.06742 0.94736 -5.83391
C -1.06263 -1.20472 7.43171
C -0.80590 -1.08612 5.04423
C -3.23547 -3.56602 2.70124
C -2.38869 4.92706 -5.67925
H 3.59727 4.68824 -1.21348
H -0.98518 -0.74544 8.41042
H 2.34807 -4.98458 -0.90230
H -3.00932 3.39492 2.44323
H -3.22702 7.09870 -3.25570
H -1.71215 1.83223 -5.30797
H -5.49988 -3.03545 0.22304
H -1.78591 -3.07832 8.19230
H 2.47913 -5.98027 1.43894
H -1.44247 -5.87951 4.43493
H 5.62584 4.19932 0.12087
H 3.32851 2.53583 4.57897
H -3.12955 -2.62396 0.77176
H 5.01500 -1.12589 -2.46488
H -0.14753 2.59233 -5.37088
H -2.76075 4.80538 -0.91928
H -2.38880 6.51873 -1.21379
H 0.57271 -1.24588 -3.85136
H -3.69216 -4.56875 4.55368
H -6.04191 -4.99369 3.99410
H 3.81374 1.56965 -3.91897
H -1.94487 -4.12825 5.98664
H -2.86893 7.69363 -6.53973
H -4.30281 6.68058 -6.66327
H 0.53452 -1.25405 -6.31259
H -0.35545 0.53045 6.37783
H 3.73936 1.59186 -6.38740
H -1.18709 4.16687 3.91555
H 1.38277 -2.69554 -0.80302
H 6.20968 1.86191 0.67491
H -4.14808 7.83465 -5.33425
H -0.51978 -0.52955 4.15634
H 5.99409 -3.39019 -2.49997
H 4.66015 -5.32439 -1.72297
H 2.15903 2.83952 -2.01023
H 4.79419 0.01136 -0.13777
H -1.29632 2.85232 -6.71016
H 2.12848 0.15177 -7.58785
H 1.92570 -7.95602 2.82159
H -1.09650 5.29227 -1.08639
H -0.04118 -7.89136 4.32407
H -2.76401 0.30392 0.38302
H 1.05983 -3.95043 1.54777
H -3.89110 1.51024 1.07279
H -6.96310 -4.22799 1.82782
H -2.46415 4.78664 -6.75568
H -2.85361 1.90815 -0.32805
*
```

Computed properties:
Expectation value of S²: 0.763
E_HOMO (alpha / beta), Ha: -0.03666 / -0.04389
ΔE to the lowest compared entry with this formula, charge and spin, kJ/mol: 0.00
LUMO (alpha / beta), eV: 3.736 / 3.736


Record 5
Below is C6H9NO3 as an isolated structure at a distorted geometry, with properties calculated with ωB97M-V with the def2-TZVPD basis set.

```
! RIJCOSX wB97M-V def2-TZVPD def2/J DEFGRID3
* xyz 0 1
O -2.55760 -1.18609 -0.43212
O -0.36878 2.36213 0.02681
O -2.98244 0.81413 0.41195
N -0.00333 -1.37140 -0.05093
C 1.37422 -1.45574 0.36756
C 2.05846 -0.13568 0.05282
C -2.19013 -0.10424 0.08418
C 1.53310 0.99760 -0.31836
C -0.65303 -0.10895 0.26999
C 0.10395 1.12650 -0.44207
H -0.07981 2.28819 0.95348
H -0.25816 1.11435 -1.26326
H -0.10555 -1.57035 -1.19056
H 3.07907 -0.29345 0.08333
H -0.57799 0.17856 1.09538
H 2.32603 2.10320 -0.43952
H 1.39369 -1.44159 1.43415
H -3.75089 -0.94691 -0.53913
H 1.65920 -2.37024 -0.10368
*
```

Computed properties:
E_HOMO, Ha: -0.31782
ΔE to the lowest compared entry with this formula, charge and spin, kJ/mol: 586.59
LUMO, eV: 0.415


Record 6
Below is a 2-piece molecular cluster, C7H17O10P2 overall at a distorted geometry, with properties calculated with ωB97M-V with the def2-TZVPD basis set.

```
! RIJCOSX wB97M-V def2-TZVPD def2/J DEFGRID3
* xyz -1 1
P 3.87490 0.09796 -0.92473
P -5.57143 0.57522 1.18093
O -6.61059 -0.62682 1.05609
O 4.87309 0.32887 0.35290
O -6.71021 -0.58691 -1.28898
O -4.04912 0.06164 1.17144
O -5.80853 1.69099 0.03867
O 2.55485 -0.48259 -0.54906
O 3.43289 1.72610 -0.89597
O -6.62505 -2.49893 -0.22342
O 4.69917 -1.27331 -1.36396
O -5.80255 1.23771 2.46423
C 4.29982 0.68705 1.60701
C -2.24542 -0.12722 -0.46929
C -1.15320 -0.68615 0.45510
C 5.05008 -2.19060 -0.33706
C 4.35058 2.66269 -1.48923
C -6.66283 -1.26335 -0.25434
C -3.65060 -0.59863 -0.05955
H 3.93764 3.66144 -1.36823
H 4.81208 0.12148 2.38515
H -1.31784 -1.76663 0.56902
H 4.23670 -2.31584 0.37787
H -1.23023 -0.25486 1.45940
H 5.32354 2.61777 -0.99223
H -2.07489 -0.56388 -1.46363
H -2.23497 0.96724 -0.53426
H -3.55829 -1.66515 0.18009
H -4.35003 -0.46666 -0.89324
H -5.01228 1.81457 -0.48883
H 5.95301 -1.86053 0.17562
H 5.25707 -3.14541 -0.81835
H -0.14396 -0.55128 0.05570
H 4.45225 1.75227 1.78895
H 4.47098 2.45763 -2.55355
H 3.23339 0.46411 1.64975
*
```

Computed properties:
E_HOMO, Ha: -0.17139
LUMO, eV: -0.249


Record 7
Below is C4H6OS in the gas phase at a distorted geometry, with properties calculated with ωB97M-V with the def2-TZVPD basis set.

```
! RIJCOSX wB97M-V def2-TZVPD def2/J DEFGRID3
* xyz 0 1
S -2.55282 -0.09120 0.00057
O 1.46889 1.33175 0.15555
C 0.16442 -0.60068 0.30832
C 1.47838 0.15272 0.09242
C -1.01503 0.18564 -0.32037
C 2.76742 -0.64727 -0.22246
H 2.62379 -1.37460 -1.05734
H 2.97796 -1.27268 0.72329
H 0.22492 -1.57899 -0.11376
H 3.59998 0.07352 -0.37492
H -0.74798 0.99715 -0.99864
H 0.04417 -0.58157 1.42052
*
```

Computed properties:
SMILES: CC(=O)CC=S
E_HOMO, Ha: -0.32323
ΔE to the lowest compared entry with this formula, charge and spin, kJ/mol: 122.28
LUMO, eV: -0.227


Record 8
Below is C17H24N3O8SV as an isolated structure, with properties calculated with ωB97M-V with the def2-TZVPD basis set.

```
! RIJCOSX wB97M-V def2-TZVPD def2/J DEFGRID3
* xyz 0 3
V 2.16100 -0.56761 -0.02404
S -1.91556 0.64749 -0.13104
O 0.27562 -1.44136 0.13267
O 0.29665 2.00787 -2.41000
O 5.69009 -2.06464 -1.36431
O 0.84977 2.33352 2.45053
O -2.65560 -0.68758 -0.36733
O 4.09959 -0.85555 -0.31845
O 1.53334 0.27457 -1.72180
O -1.22276 -2.50766 -1.12141
N 2.24949 -2.38752 -1.06761
N 2.58242 -0.84472 2.11444
N 1.82652 1.22602 0.67836
C 1.47124 1.39699 1.96341
C 1.44978 2.21002 -0.32253
C 2.31051 -4.30133 -2.97266
C -1.88129 -0.00192 2.54091
C 1.04138 1.47679 -1.60529
C 1.08549 -3.92137 -2.42271
C 1.89045 0.23198 2.86306
C -2.98947 -1.01227 2.81553
C -0.03579 -2.26858 -0.75608
C -2.29375 1.10176 1.56479
C 3.49098 -3.69029 -2.57105
C -2.92020 1.83675 -1.01773
C -2.54356 3.28503 -0.72819
C 3.41349 -2.69936 -1.60396
C 1.10821 -2.94291 -1.45176
C -3.34549 4.22762 -1.61884
C 4.54345 -1.82446 -1.07072
H -1.92262 -1.64525 -0.76196
H 0.98364 -0.17231 3.31113
H 0.64573 2.86139 0.02105
H -0.99635 -0.51131 2.15045
H -2.73333 1.59980 -2.06695
H -1.70119 2.00388 1.73590
H -3.31056 -1.50394 1.89893
H -2.65028 -1.77598 3.51625
H -1.57576 0.48328 3.46925
H 2.30396 2.84827 -0.57109
H -3.96177 1.60825 -0.77892
H 3.58990 -0.71527 2.13673
H -3.14992 4.02270 -2.67221
H -3.35750 1.33932 1.64062
H -4.41845 4.12302 -1.44539
H -2.73198 3.52330 0.32081
H 0.15111 -4.35596 -2.74686
H 2.39086 -1.74542 2.53651
H 2.50122 0.62956 3.67426
H 4.45025 -3.94649 -2.99760
H -1.47798 3.41385 -0.92309
H -3.07307 5.26462 -1.42545
H -3.85775 -0.51951 3.25799
H 2.33581 -5.06706 -3.73657
*
```

Computed properties:
Expectation value of S²: 2.010
E_HOMO (alpha / beta), Ha: -0.31463 / -0.32758
ΔE to the lowest compared entry with this formula, charge and spin, kJ/mol: 0.00
LUMO (alpha / beta), eV: -0.579 / -0.734


Record 9
Below is C22H23BCrF10N9O3S2 as an isolated structure at a distorted geometry, with properties calculated with ωB97M-V with the def2-TZVPD basis set.

```
! RIJCOSX wB97M-V def2-TZVPD def2/J DEFGRID3
* xyz -2 2
Cr 0.61713 0.66800 0.08613
S 2.75986 2.71387 2.89133
S 0.41799 0.84395 2.46930
F -1.61052 2.43385 -1.89343
F 0.86477 4.92086 0.20224
F -3.30314 1.17420 -2.34016
F 0.77693 4.25928 -1.98873
F -3.60371 3.10239 -1.41921
F -2.68090 1.76878 2.30369
F -1.71207 3.25914 1.04531
F 0.90123 2.65858 -0.31081
F -3.86835 3.08793 1.08908
F 2.72471 3.99237 -0.79566
O -0.98970 -1.52431 -2.00318
O 1.91136 1.75665 -3.12072
O -1.48472 0.57891 0.00183
N -1.03790 0.82453 5.82839
N 0.69787 -3.35998 0.19245
N 1.96760 3.78322 6.42419
N 6.80116 -0.00014 0.23463
N 1.23030 -2.22526 -0.03253
N -0.46822 -3.13411 0.82660
N 0.48152 0.27024 -2.06384
N 2.63745 0.47354 0.16559
N 0.43139 -1.24640 0.43038
C 0.88943 2.14882 4.75889
C -0.52220 -0.52338 -2.53185
C 5.42532 0.18710 0.23869
C -3.40934 -3.27413 -0.01757
C -2.47675 -4.47539 0.13458
C 3.25884 -0.15107 1.17882
C -2.62942 1.31054 -0.02858
C -2.70175 2.38057 1.10405
C 4.78602 0.87117 -0.79551
C -1.85782 -4.85598 -1.21120
C 3.41609 0.98646 -0.79777
C 0.86567 1.14554 -3.06325
C -0.18087 1.18314 -4.17339
C -1.37891 -4.20382 1.17953
C 1.50799 3.05900 5.64856
C -0.19287 1.42206 5.30959
C -0.97362 -0.08693 -3.93066
C 4.62102 -0.34854 1.23589
C -0.62339 -1.82037 0.95966
C 1.36086 1.96455 3.44578
C -2.77803 2.03418 -1.41108
C -3.85956 0.40529 0.15287
B 1.33714 4.02570 -0.73713
H 5.36482 1.31959 -1.59325
H -2.05431 0.04624 -3.93378
H -1.43062 -1.30622 1.44968
H -1.37916 -3.98522 -1.65761
H -3.04794 -5.32627 0.52381
H -4.24569 -3.52880 -0.67076
H 2.63244 -0.55271 1.96093
H -3.83097 -0.01421 1.15740
H 5.04509 -0.87456 2.08094
H -0.72752 -0.88605 -4.63273
H -2.62903 -5.20796 -1.89892
H 2.91008 1.50908 -1.59831
H -1.10955 -5.64368 -1.09317
H 7.30526 0.66704 -0.32662
H -1.83452 -3.95425 2.13838
H -3.79762 -0.40731 -0.56877
H 0.30195 1.26405 -5.14543
H -3.81268 -2.96053 0.94952
H -0.78269 2.07807 -4.00977
H -0.76592 -5.09651 1.30351
H -2.87813 -2.43650 -0.46994
H 7.20877 -0.12847 1.14653
H -4.78794 0.96054 0.01653
*
```

Computed properties:
Expectation value of S²: 0.770
E_HOMO (alpha / beta), Ha: -0.06431 / -0.06490
ΔE to the lowest compared entry with this formula, charge and spin, kJ/mol: 85.22
LUMO (alpha / beta), eV: 3.805 / 3.923


The electronic energy results, record by record, are as follows: -90670.124; -29498.448; -20167.684; -336566.080; -13994.529; -46591.349; -17126.862; -75396.966; -120694.416 eV.